No. 1
16
Properties=species:S:1:pos:R:3 method="wB97M-V/def2-TZVPD" e_tot_ev=-12825.9560 total_charge=0 de_lowest_kj_mol=151.9 smiles="NN1C=N[C@@H](C(=O)O)C1" homo_energy_ev=-9.4 e_lumo_ha=0.0211
C 0.161 -1.007 0.226
C -0.951 0.028 0.587
C 0.879 1.137 0.079
C -2.271 -0.204 -0.062
H 2.468 -0.260 -1.473
H 3.301 -0.082 -0.040
H 0.311 -1.809 0.952
H -0.073 -1.550 -0.738
H -1.124 -0.031 1.677
H 1.583 1.920 -0.141
H -2.118 1.592 -0.425
N 2.486 -0.558 -0.504
N 1.332 -0.155 0.199
N -0.364 1.341 0.301
O -2.810 0.914 -0.528
O -2.810 -1.277 -0.109


No. 2
113
Properties=species:S:1:pos:R:3 method="wB97M-V/def2-TZVPD" spin_multiplicity=2 e_tot_ev=-322945.7375 total_charge=+1 de_lowest_kj_mol=385.1 homo_energy_ev="-9.1 / -10.1" e_lumo_ha="-0.1389 / -0.1388"
V -0.562 -0.371 -0.771
C -3.314 -4.136 -1.185
C -2.707 -2.762 -1.295
S -1.256 -2.469 -0.442
C -3.241 -1.742 -2.028
C -4.501 -1.866 -2.833
S -2.420 -0.242 -2.053
H -2.673 -4.782 -0.590
H -3.435 -4.587 -2.172
H -4.297 -4.096 -0.710
H -5.109 -2.702 -2.491
H -4.258 -2.027 -3.885
H -5.087 -0.950 -2.769
Se -0.005 2.047 -1.295
P 0.878 1.240 -3.087
Se 0.796 -0.905 -3.026
C 0.037 1.934 -4.544
C 0.457 1.481 -5.793
C -0.145 1.971 -6.938
C -1.168 2.905 -6.837
C -1.588 3.351 -5.593
C -0.986 2.867 -4.440
C 2.606 1.799 -3.220
C 2.970 3.050 -2.732
C 4.289 3.464 -2.821
C 5.240 2.632 -3.394
C 4.876 1.385 -3.883
C 3.558 0.963 -3.793
H 1.252 0.747 -5.862
H 0.182 1.623 -7.909
H -1.637 3.286 -7.734
H -2.385 4.079 -5.519
H -1.307 3.214 -3.467
H 2.219 3.688 -2.281
H 4.576 4.437 -2.445
H 6.271 2.953 -3.459
H 5.617 0.735 -4.329
H 3.275 -0.019 -4.150
C 0.714 -0.235 3.610
Si -0.690 2.129 2.309
C -1.233 2.786 3.993
C 0.918 3.056 1.997
Ge -2.022 0.654 0.923
Si -3.592 2.530 0.482
C -4.708 2.184 -0.998
C -4.673 2.789 2.015
C -2.627 4.155 0.286
Si -3.248 -0.810 2.487
C -4.802 -1.103 1.444
C -2.403 -2.440 2.916
C -3.633 0.063 4.119
H 0.711 0.289 4.568
H 1.179 0.419 2.859
H -0.317 -0.445 3.317
H -0.466 2.576 4.743
H -2.175 2.363 4.341
H -1.341 3.873 3.939
H 1.375 3.398 2.926
H 0.704 3.929 1.372
H 1.639 2.448 1.449
H -5.276 1.263 -0.844
H -4.132 2.072 -1.915
H -5.422 2.999 -1.140
H -5.371 1.968 2.187
H -5.260 3.701 1.883
H -4.067 2.915 2.915
H -1.693 4.026 -0.260
H -2.399 4.579 1.269
H -3.228 4.891 -0.252
H -4.513 -1.286 0.406
H -5.455 -0.228 1.460
H -5.382 -1.961 1.791
H -1.731 -2.772 2.129
H -3.148 -3.225 3.068
H -1.822 -2.355 3.835
H -4.038 1.065 3.969
H -2.742 0.138 4.746
H -4.377 -0.515 4.674
O 0.748 -0.793 0.148
Si 2.046 -1.564 0.828
C 3.357 -0.262 1.147
C 4.381 -0.518 2.064
C 5.422 0.381 2.244
C 5.454 1.558 1.509
C 4.449 1.828 0.591
C 3.414 0.921 0.409
C 2.790 -2.925 -0.243
C 2.069 -3.651 -1.192
C 2.650 -4.696 -1.895
C 3.972 -5.040 -1.656
C 4.706 -4.335 -0.714
C 4.120 -3.290 -0.017
C 1.471 -2.350 2.436
C 1.511 -1.558 3.720
C 1.078 -2.334 4.922
C 0.715 -3.637 4.860
C 0.727 -4.334 3.629
C 1.105 -3.669 2.452
H 4.370 -1.435 2.644
H 6.212 0.159 2.949
H 6.265 2.262 1.648
H 4.475 2.739 0.006
H 2.645 1.129 -0.328
H 1.032 -3.410 -1.382
H 2.071 -5.239 -2.631
H 4.428 -5.855 -2.203
H 5.738 -4.598 -0.522
H 4.712 -2.746 0.707
H 2.555 -1.243 3.881
H 1.077 -1.806 5.870
H 0.405 -4.158 5.757
H 0.443 -5.377 3.596
H 1.112 -4.231 1.523


No. 3
21
Properties=species:S:1:pos:R:3 method="wB97M-V/def2-TZVPD" e_tot_ev=-14281.9346 total_charge=0 de_lowest_kj_mol=741.0 homo_energy_ev="-7.5 / -7.4" e_lumo_ha="0.0000 / -0.0097"
C -1.304 -2.139 -0.634
C 0.344 -0.766 -0.135
C 0.860 -1.961 -0.590
C 0.921 0.512 0.425
C 0.543 2.830 0.743
N -0.172 -2.845 -0.865
N -1.022 -0.928 -0.020
N 0.186 1.662 0.009
N -1.714 0.029 0.693
N 2.155 -2.121 -1.058
N -2.852 0.463 0.082
H -2.294 -2.688 -0.625
H 1.093 0.471 1.478
H 2.022 0.612 0.141
H -0.233 3.527 0.345
H 0.414 2.729 1.853
H 1.769 3.064 0.455
H 2.737 -1.328 -1.205
H 2.576 -2.994 -0.970
H -3.278 1.029 0.825
H -2.753 0.842 -0.946


No. 4
11
Properties=species:S:1:pos:R:3 method="wB97M-V/def2-TZVPD" e_tot_ev=-8774.7314 total_charge=0 de_lowest_kj_mol=285.9 smiles="O=CCO.C#N" homo_energy_ev=-10.1 e_lumo_ha=0.0334
C 1.302 -0.726 -1.889
C -0.965 0.058 0.710
C 0.377 0.412 1.230
N 0.724 -1.389 -1.164
O -1.445 0.779 -0.333
O 1.223 1.024 0.646
H -1.055 -1.041 0.437
H -1.693 0.161 1.577
H 0.490 -0.165 2.136
H 1.610 0.008 -2.695
H -0.568 0.879 -0.653


No. 5
185
Properties=species:S:1:pos:R:3 method="wB97M-V/def2-TZVPD" e_tot_ev=-73590.5980 total_charge=+4 de_lowest_kj_mol=429.4 homo_energy_ev=-13.6 e_lumo_ha=-0.2443
O 17.652 4.292 -10.440
C 18.197 5.119 -9.611
O 18.980 5.823 -10.271
O 18.051 5.087 -8.415
H 18.330 4.813 -10.876
C 20.414 15.757 -13.364
C 20.208 15.339 -11.846
C 20.544 13.912 -11.625
C 19.640 12.873 -12.428
N 20.103 11.412 -12.372
C 21.489 11.262 -12.954
C 21.634 9.793 -13.344
C 20.219 9.365 -13.695
C 19.265 10.493 -13.303
C 20.128 10.875 -10.984
C 18.784 10.988 -10.301
C 19.047 10.820 -8.701
H 21.335 15.306 -13.734
H 20.522 16.837 -13.458
H 19.502 15.406 -13.848
H 19.157 15.554 -11.655
H 20.776 16.028 -11.221
H 20.401 13.647 -10.577
H 21.563 13.621 -11.879
H 19.506 13.042 -13.497
H 18.613 12.931 -12.067
H 22.190 11.472 -12.146
H 21.669 11.963 -13.769
H 22.130 9.144 -12.621
H 22.217 9.706 -14.261
H 19.831 8.416 -13.324
H 20.070 9.302 -14.773
H 18.315 10.368 -12.783
H 19.201 11.019 -14.256
H 20.875 11.468 -10.458
H 20.470 9.842 -10.917
H 18.179 10.092 -10.435
H 18.098 11.816 -10.482
H 19.251 11.774 -8.215
H 19.815 10.087 -8.454
H 18.214 10.439 -8.111
C 11.009 2.119 -7.428
C 11.173 3.307 -6.346
C 12.455 4.056 -6.266
C 12.474 5.130 -5.164
N 13.816 5.832 -4.962
C 14.249 6.595 -6.231
C 13.456 7.883 -6.166
C 13.154 8.196 -4.745
C 13.795 7.007 -3.950
C 14.989 4.766 -4.633
C 14.647 3.887 -3.395
C 15.858 3.014 -2.971
H 11.970 1.646 -7.629
H 10.668 2.507 -8.387
H 10.188 1.473 -7.119
H 11.097 2.867 -5.352
H 10.331 3.993 -6.436
H 12.534 4.619 -7.196
H 13.255 3.316 -6.281
H 12.247 4.774 -4.159
H 11.689 5.853 -5.387
H 15.275 6.877 -5.993
H 14.127 5.932 -7.087
H 14.034 8.663 -6.662
H 12.604 7.669 -6.811
H 13.711 9.058 -4.378
H 12.097 8.433 -4.625
H 14.763 7.426 -3.676
H 13.293 6.579 -3.082
H 15.705 5.530 -4.327
H 15.447 4.310 -5.511
H 13.783 3.233 -3.514
H 14.191 4.441 -2.574
H 15.640 2.555 -2.007
H 16.804 3.555 -2.996
H 15.985 2.251 -3.739
C 10.738 -0.216 -13.604
C 11.935 0.673 -13.238
C 13.221 -0.080 -12.803
C 14.264 -0.423 -13.988
N 15.524 -1.157 -13.494
C 16.424 -0.169 -12.636
C 17.155 0.708 -13.658
C 17.235 -0.160 -14.985
C 16.464 -1.470 -14.704
C 15.170 -2.462 -12.658
C 14.245 -3.430 -13.314
C 14.427 -4.895 -12.811
H 9.851 0.411 -13.516
H 10.429 -0.893 -12.808
H 10.727 -0.780 -14.537
H 11.638 1.234 -12.352
H 12.239 1.341 -14.043
H 13.127 -0.988 -12.208
H 13.688 0.540 -12.038
H 14.677 0.415 -14.549
H 13.721 -1.022 -14.719
H 17.076 -0.826 -12.059
H 15.781 0.360 -11.933
H 18.230 0.672 -13.484
H 16.734 1.713 -13.689
H 18.233 -0.471 -15.293
H 16.750 0.398 -15.786
H 17.195 -2.184 -14.327
H 15.870 -1.828 -15.546
H 14.891 -2.182 -11.642
H 16.097 -3.030 -12.579
H 14.360 -3.563 -14.390
H 13.190 -3.222 -13.138
H 14.325 -4.943 -11.727
H 15.416 -5.268 -13.077
H 13.689 -5.536 -13.291
C 27.234 -0.105 -4.988
C 25.732 0.009 -4.803
C 25.165 1.058 -5.695
C 23.672 0.718 -6.125
N 22.934 1.758 -6.977
C 23.654 1.906 -8.347
C 22.436 2.060 -9.322
C 21.446 1.037 -8.787
C 21.485 1.330 -7.286
C 22.867 3.121 -6.266
C 22.116 3.113 -4.892
C 21.928 4.519 -4.280
H 27.784 0.634 -4.405
H 27.424 -0.126 -6.061
H 27.544 -1.076 -4.602
H 25.554 0.101 -3.732
H 25.316 -0.948 -5.119
H 25.738 1.231 -6.606
H 25.201 2.012 -5.169
H 23.050 0.620 -5.235
H 23.543 -0.264 -6.579
H 24.304 2.781 -8.324
H 24.227 1.005 -8.566
H 22.091 3.076 -9.129
H 22.627 1.967 -10.391
H 20.484 1.213 -9.267
H 21.790 0.024 -8.992
H 20.844 2.190 -7.094
H 21.230 0.478 -6.656
H 22.491 3.866 -6.967
H 23.871 3.523 -6.127
H 22.590 2.471 -4.149
H 21.147 2.643 -5.063
H 21.483 5.189 -5.015
H 22.896 4.894 -3.948
H 21.407 4.416 -3.328
C 10.780 8.188 -15.832
C 10.570 9.764 -15.980
C 11.297 10.501 -14.876
C 10.580 10.390 -13.569
N 11.498 10.961 -12.370
C 10.683 10.846 -11.089
C 11.067 11.959 -10.130
C 11.630 13.034 -10.992
C 11.487 12.547 -12.439
C 12.836 10.235 -12.182
C 12.724 8.703 -11.919
C 14.091 8.055 -11.863
H 11.804 7.817 -15.787
H 10.297 7.747 -16.704
H 10.236 7.771 -14.985
H 9.505 9.983 -15.900
H 11.041 10.025 -16.928
H 11.339 11.580 -15.025
H 12.358 10.258 -14.807
H 10.191 9.388 -13.391
H 9.665 10.980 -13.614
H 10.713 9.842 -10.666
H 9.640 11.023 -11.350
H 11.761 11.582 -9.379
H 10.130 12.273 -9.670
H 12.676 13.109 -10.696
H 11.213 14.020 -10.787
H 12.293 12.926 -13.067
H 10.473 12.823 -12.731
H 13.420 10.771 -11.434
H 13.388 10.387 -13.110
H 12.104 8.311 -12.725
H 12.100 8.353 -11.097
H 14.656 8.245 -10.951
H 14.718 8.354 -12.703
H 14.133 6.967 -11.912


No. 6
16
Properties=species:S:1:pos:R:3 method="wB97M-V/def2-TZVPD" e_tot_ev=-8299.6998 total_charge=0 de_lowest_kj_mol=174.1 homo_energy_ev=-9.4 e_lumo_ha=0.0311
C -1.205 -2.008 -3.654
O -1.749 -1.727 -4.954
C -0.454 -0.826 -3.016
H -0.587 -2.919 -3.660
H -2.037 -2.269 -2.988
H 0.347 -0.632 -3.722
H -0.001 -1.136 -2.088
H -1.096 0.041 -3.030
N 0.574 2.192 4.075
C 1.133 1.904 5.295
N 2.194 1.256 5.495
H 0.739 1.746 3.184
H -0.089 2.921 3.865
H 0.482 2.432 6.003
H -0.939 -1.893 -5.483
H 2.687 0.920 4.676


No. 7
74
Properties=species:S:1:pos:R:3 method="wB97M-V/def2-TZVPD" spin_multiplicity=3 e_tot_ev=-78205.6663 total_charge=0 de_lowest_kj_mol=133.7 homo_energy_ev="-7.2 / -7.9" e_lumo_ha="-0.0229 / -0.0530"
Pd 0.161 1.375 0.317
C -2.295 3.690 1.031
C -3.034 2.597 1.907
C -2.717 2.615 3.407
C -3.007 1.237 1.171
C -3.942 0.171 1.748
O -3.070 -0.725 2.448
C -1.777 -0.419 1.939
N -1.686 0.625 1.226
C -0.735 -1.387 2.317
C -1.184 -2.316 3.305
C -0.376 -3.287 3.760
C 0.924 -3.481 3.313
C 1.326 -2.578 2.354
C 0.570 -1.534 1.823
P 1.202 -0.731 0.361
C 0.960 -2.110 -0.848
C 1.877 -3.113 -1.099
C 1.530 -4.135 -1.984
C 0.206 -4.186 -2.421
C -0.783 -3.251 -2.128
C -0.376 -2.148 -1.355
C 2.974 -0.506 0.519
C 3.646 -0.287 -0.753
C 4.998 -0.065 -0.867
C 5.703 0.153 0.325
C 5.030 -0.001 1.573
C 3.672 -0.222 1.703
H -2.377 4.672 1.425
H -2.721 3.664 0.004
H -1.208 3.530 1.101
H -4.132 2.885 1.750
H -1.681 2.714 3.612
H -3.045 1.719 3.993
H -3.075 3.474 3.927
H -3.258 1.462 0.113
H -4.479 -0.367 0.991
H -4.606 0.641 2.460
H -2.218 -2.112 3.510
H -0.741 -3.882 4.549
H 1.566 -4.243 3.818
H 2.224 -2.739 1.942
H 2.922 -3.034 -0.686
H 2.221 -4.855 -2.440
H -0.137 -4.908 -3.125
H -1.777 -3.401 -2.496
H -1.012 -1.266 -1.173
H 3.015 -0.374 -1.631
H 5.433 0.060 -1.861
H 6.763 0.496 0.381
H 5.637 0.153 2.430
H 3.236 -0.281 2.645
S 1.177 2.766 -1.196
C 2.520 3.514 -0.268
C 3.497 4.046 -1.161
N 4.113 4.210 -2.102
C 2.646 3.402 1.061
S 1.361 2.500 1.928
C 3.863 3.723 1.673
N 4.728 4.143 2.291
C -0.764 0.082 -5.270
C -1.861 0.080 -4.133
C -1.694 0.963 -3.046
C -2.728 1.079 -2.108
N -3.689 0.184 -2.059
C -3.759 -0.742 -3.020
C -2.911 -0.798 -4.124
H -0.538 1.092 -5.613
H -1.149 -0.557 -6.034
H 0.169 -0.430 -4.945
H -0.897 1.691 -2.909
H -2.715 1.895 -1.349
H -4.562 -1.440 -3.000
H -3.150 -1.391 -4.950